1.
{"formula": "C23H23ClN4O3S", "method": "ωB97M-V with the def2-TZVPD basis set", "species": ["O", "C", "N", "C", "C", "C", "C", "C", "C", "N", "C", "C", "C", "S", "O", "O", "N", "C", "C", "N", "C", "C", "C", "C", "C", "C", "C", "C", "C", "C", "C", "Cl", "H", "H", "H", "H", "H", "H", "H", "H", "H", "H", "H", "H", "H", "H", "H", "H", "H", "H", "H", "H", "H", "H", "H"], "xyz": [[2.407, 0.252, -0.558], [2.132, -0.468, 0.386], [2.725, -1.655, 0.607], [3.488, -2.301, -0.439], [2.610, -3.285, -1.177], [2.554, -3.328, -2.565], [1.689, -4.230, -3.165], [0.912, -5.049, -2.361], [1.046, -4.931, -0.987], [1.871, -4.076, -0.410], [1.125, -0.001, 1.398], [1.041, 1.382, 1.554], [0.040, 1.955, 2.302], [-0.102, 3.746, 2.338], [-0.933, 4.095, 3.452], [1.209, 4.312, 2.234], [-0.930, 4.190, 0.970], [-2.336, 3.859, 0.910], [-2.607, 2.889, -0.253], [-1.449, 2.055, -0.458], [-1.531, 0.681, -0.584], [-2.479, -0.047, 0.144], [-2.544, -1.423, 0.048], [-1.660, -2.120, -0.758], [-0.709, -1.412, -1.472], [-0.646, -0.034, -1.398], [-0.336, 2.796, -1.007], [-0.236, 4.166, -0.291], [-0.886, 1.172, 2.964], [-0.802, -0.203, 2.856], [0.185, -0.786, 2.068], [0.147, -2.505, 1.932], [2.351, -2.278, 1.309], [4.335, -2.824, 0.014], [3.852, -1.527, -1.116], [3.165, -2.665, -3.157], [1.616, -4.285, -4.241], [0.220, -5.758, -2.789], [0.467, -5.545, -0.309], [1.775, 2.009, 1.073], [-2.601, 3.422, 1.873], [-2.919, 4.779, 0.781], [-2.799, 3.468, -1.170], [-3.490, 2.287, -0.051], [-3.163, 0.461, 0.807], [-3.289, -1.958, 0.621], [-1.707, -3.196, -0.826], [-0.010, -1.937, -2.108], [0.100, 0.479, -1.980], [-0.461, 2.966, -2.089], [0.577, 2.219, -0.855], [0.802, 4.419, -0.077], [-0.662, 4.955, -0.919], [-1.647, 1.645, 3.564], [-1.510, -0.837, 3.365]], "nbo_charge": [-0.6371, 0.6707, -0.5957, -0.2594, 0.2038, -0.2503, -0.1632, -0.2652, 0.0474, -0.4426, -0.1743, -0.0853, -0.3523, 2.3374, -0.9411, -0.9360, -0.6682, -0.2248, -0.2286, -0.4700, 0.2653, -0.2937, -0.1893, -0.2570, -0.1934, -0.2919, -0.2407, -0.2446, -0.1688, -0.2256, 0.0076, 0.0382, 0.4208, 0.2167, 0.2394, 0.2233, 0.2205, 0.2232, 0.1943, 0.2487, 0.2229, 0.2010, 0.1788, 0.2242, 0.2071, 0.2104, 0.2120, 0.2145, 0.2276, 0.1810, 0.2327, 0.2496, 0.2014, 0.2442, 0.2346], "lumo_ev": 0.372, "spin_multiplicity": 1, "e_tot_ha": -2193.3939, "smiles": "O=C(NCc1ccccn1)c1cc(S(=O)(=O)N2CCN(c3ccccc3)CC2)ccc1Cl", "de_lowest_kcal_mol": 66.1, "gap_ev": 8.1}

2.
{"formula": "C39H42N3OS2", "method": "ωB97M-V with the def2-TZVPD basis set", "species": ["C", "C", "C", "C", "C", "C", "N", "C", "C", "C", "C", "C", "C", "C", "N", "N", "C", "C", "C", "C", "C", "C", "C", "C", "C", "C", "C", "O", "C", "C", "C", "C", "C", "C", "C", "C", "C", "C", "C", "H", "H", "H", "H", "H", "H", "H", "H", "H", "H", "H", "H", "H", "H", "H", "H", "H", "H", "H", "H", "H", "H", "H", "H", "H", "H", "H", "H", "H", "H", "H", "H", "H", "H", "H", "C", "C", "S", "C", "S", "C", "H", "H", "H", "H", "H", "H", "H"], "xyz": [[-6.262, -1.097, 1.342], [-4.906, -0.529, 1.037], [-4.720, 0.196, -0.138], [-3.470, 0.722, -0.475], [-3.353, 1.483, -1.760], [-2.390, 0.517, 0.397], [-1.104, 1.028, 0.039], [-0.806, 2.385, -0.056], [-1.760, 3.480, 0.018], [-1.558, 4.541, -0.885], [-2.488, 5.571, -0.951], [-3.585, 5.572, -0.075], [-3.739, 4.564, 0.895], [-2.811, 3.527, 0.956], [0.475, 2.578, -0.226], [1.055, 1.334, -0.209], [2.475, 1.286, -0.322], [3.220, 2.086, 0.563], [2.559, 2.966, 1.571], [4.611, 2.029, 0.489], [5.270, 1.227, -0.447], [6.764, 1.110, -0.425], [4.499, 0.531, -1.379], [3.102, 0.550, -1.344], [2.325, -0.197, -2.378], [0.105, 0.356, -0.082], [0.383, -1.008, 0.137], [1.662, -1.187, 0.694], [-0.503, -2.104, -0.035], [-0.587, -3.240, 0.906], [-1.460, -2.033, -1.120], [-1.217, -1.218, -2.241], [-2.145, -1.119, -3.272], [-3.366, -1.796, -3.191], [-3.636, -2.602, -2.079], [-2.683, -2.752, -1.077], [-2.564, -0.134, 1.624], [-1.469, -0.233, 2.643], [-3.821, -0.686, 1.903], [-6.251, -1.623, 2.302], [-7.024, -0.306, 1.385], [-6.567, -1.802, 0.556], [-5.561, 0.354, -0.822], [-2.331, 1.494, -2.151], [-3.994, 1.024, -2.526], [-3.690, 2.522, -1.624], [-0.679, 4.501, -1.535], [-2.347, 6.373, -1.686], [-4.316, 6.381, -0.126], [-4.573, 4.589, 1.599], [-2.883, 2.749, 1.717], [3.332, 3.553, 2.075], [1.856, 3.647, 1.081], [2.017, 2.399, 2.339], [5.199, 2.623, 1.191], [7.100, 0.245, -1.007], [7.251, 2.003, -0.840], [7.129, 0.995, 0.603], [4.991, -0.048, -2.164], [3.009, -0.497, -3.181], [1.885, -1.120, -1.965], [1.536, 0.420, -2.830], [-0.893, -4.159, 0.376], [0.395, -3.433, 1.388], [-1.341, -3.051, 1.696], [-0.270, -0.679, -2.289], [-1.906, -0.490, -4.134], [-4.103, -1.691, -3.990], [-4.597, -3.111, -1.984], [-2.893, -3.375, -0.202], [-1.907, -0.517, 3.609], [-0.726, -1.004, 2.395], [-0.948, 0.725, 2.776], [-3.969, -1.228, 2.842], [5.159, -4.119, 1.595], [5.357, -2.851, 0.777], [4.143, -1.578, 1.138], [2.541, -2.234, 0.504], [2.501, -3.431, 1.862], [3.746, -4.659, 1.419], [5.890, -4.873, 1.290], [5.328, -3.892, 2.652], [6.286, -2.351, 1.069], [5.359, -3.024, -0.303], [2.564, -2.659, -0.513], [3.553, -5.069, 0.420], [3.540, -5.430, 2.169]], "lowdin_charge": [-0.0385, -0.2546, 0.0069, -0.1889, -0.0232, -0.1519, 0.1553, -0.1805, -0.1722, -0.0226, -0.0612, -0.0586, -0.0534, -0.0206, 0.2082, 0.0682, -0.1221, -0.1854, -0.0359, 0.0007, -0.2835, -0.0418, -0.0304, -0.2082, -0.0220, -0.0682, -0.1491, -0.1464, -0.1268, -0.0423, -0.1762, -0.0255, -0.0726, -0.0639, -0.0588, -0.0096, -0.1944, -0.0096, 0.0128, 0.0809, 0.0927, 0.0873, 0.1382, 0.0809, 0.0890, 0.0928, 0.1212, 0.1159, 0.1111, 0.1134, 0.1208, 0.0852, 0.0710, 0.0925, 0.1289, 0.0796, 0.0913, 0.0869, 0.1260, 0.0944, 0.0688, 0.0922, 0.1041, -0.0173, 0.1093, 0.0864, 0.1190, 0.1152, 0.1143, 0.1172, 0.0958, 0.0709, 0.0952, 0.1264, -0.3060, -0.4728, 0.8987, -0.7877, 0.8758, -0.4546, 0.1180, 0.1147, 0.0810, 0.0876, 0.1215, 0.0927, 0.0805], "lumo_ev": -3.754, "spin_multiplicity": 1, "e_tot_ha": -2546.9591, "total_charge": 1, "de_lowest_kcal_mol": 7.2, "gap_ev": 5.6}

3.
{"formula": "C22H26AsCeCl5N2OSSi2", "method": "ωB97M-V with the def2-TZVPD basis set", "species": ["Ce", "Cl", "C", "C", "Cl", "C", "Cl", "C", "O", "C", "Cl", "C", "Cl", "C", "Si", "C", "C", "As", "Si", "C", "C", "C", "H", "H", "H", "H", "H", "H", "H", "H", "H", "H", "H", "H", "H", "H", "H", "H", "H", "H", "S", "C", "C", "C", "N", "C", "C", "C", "C", "C", "N", "C", "C", "H", "H", "H", "H", "H", "H", "H", "H"], "xyz": [[6.439, 0.122, 17.064], [-0.379, 1.496, 13.920], [1.298, 1.235, 14.201], [1.831, 1.571, 15.401], [1.318, 2.958, 16.377], [2.962, 0.962, 15.789], [3.642, 1.251, 17.375], [3.837, 0.337, 14.907], [5.082, -0.028, 15.302], [3.379, 0.054, 13.572], [4.395, -0.690, 12.437], [2.100, 0.507, 13.309], [1.470, 0.099, 11.731], [9.316, -0.238, 17.999], [9.304, 1.607, 18.565], [10.862, 2.375, 17.834], [9.451, 1.853, 20.463], [7.185, 2.719, 18.156], [7.343, 3.130, 15.763], [7.957, 1.533, 14.906], [8.705, 4.403, 15.244], [5.746, 3.691, 14.773], [8.632, -0.550, 17.187], [9.307, -0.917, 18.824], [10.340, -0.323, 17.478], [10.737, 2.841, 16.862], [11.772, 1.720, 17.679], [11.141, 3.183, 18.474], [10.457, 1.603, 20.798], [8.619, 1.318, 20.879], [9.212, 2.905, 20.786], [7.172, 0.996, 14.242], [8.505, 0.782, 15.518], [8.724, 1.909, 14.196], [8.537, 5.433, 15.465], [8.950, 4.400, 14.146], [9.677, 4.168, 15.772], [4.858, 3.267, 15.280], [5.715, 3.447, 13.702], [5.623, 4.777, 14.873], [4.119, -5.867, 19.596], [4.949, -4.430, 19.082], [5.784, -4.515, 17.945], [6.140, -3.342, 17.331], [6.159, -2.125, 17.998], [5.609, -2.084, 19.239], [4.927, -3.179, 19.733], [4.130, -5.651, 21.318], [5.276, -5.921, 22.076], [5.167, -5.605, 23.430], [4.002, -5.332, 24.034], [2.934, -5.141, 23.315], [2.956, -5.273, 21.923], [6.155, -5.400, 17.451], [6.602, -3.369, 16.365], [5.731, -1.155, 19.802], [4.286, -2.999, 20.601], [6.213, -6.202, 21.619], [6.073, -5.608, 24.086], [1.982, -4.872, 23.840], [2.003, -5.178, 21.465]], "lowdin_spin": [1.0172, 0.0000, 0.0001, 0.0000, 0.0000, 0.0000, 0.0001, -0.0002, -0.0042, 0.0000, 0.0000, 0.0000, 0.0000, 0.0009, -0.0005, -0.0001, -0.0002, -0.0074, -0.0011, -0.0010, -0.0003, 0.0000, -0.0002, 0.0001, -0.0001, 0.0000, 0.0000, 0.0000, 0.0000, 0.0000, -0.0001, 0.0000, -0.0002, -0.0002, 0.0000, 0.0000, 0.0000, 0.0000, 0.0000, 0.0000, -0.0001, -0.0001, 0.0000, -0.0002, -0.0025, 0.0000, 0.0000, 0.0000, 0.0000, 0.0000, 0.0000, 0.0000, 0.0000, 0.0000, 0.0000, 0.0000, 0.0000, 0.0000, 0.0000, 0.0000, 0.0000], "lumo_ev": [-3.681, -3.659], "spin_multiplicity": 2, "e_tot_ha": -7027.5363, "total_charge": 1, "de_lowest_kcal_mol": 0.0, "gap_ev": [6.8, 6.8]}

4.
{"formula": "C9H14O", "method": "ωB97M-V with the def2-TZVPD basis set", "species": ["C", "C", "C", "C", "C", "O", "C", "C", "H", "H", "H", "H", "H", "H", "H", "H", "C", "C", "H", "H", "H", "H", "H", "H"], "xyz": [[-1.265, 0.486, 2.978], [-0.731, -0.041, 1.700], [0.292, -0.954, 1.642], [0.699, -1.483, 0.443], [0.017, -1.245, -0.713], [0.363, -1.611, -2.016], [-1.242, -0.681, -0.693], [-1.470, -0.023, 0.484], [-2.176, 1.070, 2.839], [-0.635, 1.086, 3.540], [-1.769, -0.454, 3.426], [0.802, -1.047, 2.590], [1.644, -2.053, 0.340], [1.181, -2.030, -1.995], [-1.913, -0.635, -1.552], [-2.328, 0.545, 0.561], [0.878, 2.785, -1.755], [1.800, 1.643, -1.433], [1.198, 3.433, -2.655], [0.006, 2.286, -2.087], [0.905, 3.630, -1.007], [2.018, 1.746, -0.368], [2.859, 1.837, -1.769], [1.434, 0.545, -1.647]], "nbo_charge": [-0.6357, -0.0524, -0.1737, -0.3149, 0.3036, -0.6728, -0.2631, -0.1744, 0.2179, 0.2241, 0.2268, 0.2079, 0.2134, 0.4694, 0.2348, 0.1923, -0.6326, -0.6332, 0.1949, 0.2206, 0.2150, 0.2082, 0.2030, 0.2208], "lumo_ev": 0.880, "spin_multiplicity": 1, "e_tot_ha": -426.4967, "smiles": "Cc1ccc(O)cc1.CC", "de_lowest_kcal_mol": 47.7, "gap_ev": 9.3}